Entry 1:
{"formula": "C21H26Cl2N2O5SSi2Te4W", "method": "ωB97M-V/def2-TZVPD", "elements": ["W", "Cl", "C", "C", "C", "Cl", "C", "C", "C", "C", "N", "C", "C", "O", "H", "H", "H", "H", "Te", "Te", "Te", "Te", "O", "S", "O", "O", "O", "C", "Si", "C", "C", "C", "C", "C", "C", "C", "C", "N", "Si", "C", "C", "C", "H", "H", "H", "H", "H", "H", "H", "H", "H", "H", "H", "H", "H", "H", "H", "H", "H", "H", "H", "H", "H", "H"], "positions_angstrom": [[0.11, -0.10, 0.22], [-0.86, -5.02, 0.10], [-1.97, -3.72, -0.18], [-3.34, -4.01, -0.30], [-4.25, -3.02, -0.53], [-5.94, -3.43, -0.67], [-3.84, -1.68, -0.65], [-4.67, -0.57, -0.89], [-4.12, 0.68, -0.97], [-2.74, 0.85, -0.80], [-1.94, -0.17, -0.60], [-2.46, -1.42, -0.54], [-1.49, -2.43, -0.29], [-0.24, -2.07, -0.20], [-3.66, -5.04, -0.20], [-5.74, -0.71, -0.99], [-4.74, 1.56, -1.13], [-2.29, 1.84, -0.78], [1.99, 0.74, 2.40], [3.25, 3.06, 2.01], [2.57, -3.56, 2.00], [2.67, -1.26, 0.65], [-1.19, 0.91, 3.72], [-1.57, 0.41, 2.42], [-2.99, 0.27, 2.21], [-0.82, -0.87, 2.06], [-0.98, 1.31, 1.30], [-2.03, -0.64, -3.84], [-0.23, -1.09, -3.45], [0.50, -1.00, -5.20], [-0.15, -2.93, -3.07], [0.62, 0.00, -2.16], [0.24, 1.41, -2.09], [-0.19, 2.30, -3.08], [-0.38, 3.62, -2.72], [-0.17, 4.03, -1.41], [0.17, 3.09, -0.45], [0.33, 1.80, -0.80], [2.47, 0.13, -2.59], [3.30, -1.57, -2.73], [3.39, 1.31, -1.45], [2.83, 0.97, -4.26], [-2.40, -1.42, -4.52], [-2.08, 0.31, -4.37], [-2.71, -0.59, -2.99], [-0.15, -1.61, -5.83], [1.51, -1.40, -5.26], [0.51, 0.01, -5.62], [-1.12, -3.31, -2.76], [0.55, -3.18, -2.27], [0.14, -3.46, -3.98], [-0.31, 1.96, -4.09], [-0.69, 4.35, -3.47], [-0.28, 5.07, -1.11], [0.32, 3.32, 0.59], [2.61, -2.39, -2.51], [4.13, -1.65, -2.02], [3.69, -1.70, -3.74], [3.02, 1.36, -0.42], [3.32, 2.33, -1.84], [4.45, 1.05, -1.40], [2.72, 0.34, -5.14], [3.88, 1.29, -4.21], [2.24, 1.88, -4.40]], "lowdin_charge": [1.178, 0.682, -0.580, -0.127, -0.602, 0.640, -0.172, -0.018, -0.032, -0.101, 0.006, -0.155, -0.396, -0.336, 0.099, 0.089, 0.106, 0.118, 0.229, -0.204, -0.215, 0.178, -0.335, 0.287, -0.309, -0.484, -0.558, -0.160, 0.490, -0.203, -0.163, -0.410, -0.444, -0.048, -0.081, -0.068, -0.135, -0.083, 0.408, -0.218, -0.262, -0.190, 0.033, 0.024, -0.001, 0.025, 0.016, 0.020, 0.027, 0.022, 0.032, 0.100, 0.095, 0.096, 0.070, 0.012, -0.001, 0.023, -0.131, 0.037, 0.040, -0.002, 0.027, 0.020], "homo_lumo_gap_ev": 5.34, "relative_energy_ev": 0.258, "total_charge": -2}

Entry 2:
{"formula": "C21H26FeN8O4", "method": "ωB97M-V/def2-TZVPD", "elements": ["Fe", "O", "C", "C", "C", "C", "C", "C", "C", "O", "N", "N", "C", "C", "C", "C", "C", "C", "N", "H", "H", "H", "H", "H", "H", "H", "H", "H", "H", "N", "N", "C", "O", "O", "H", "H", "H", "C", "C", "N", "C", "N", "C", "C", "C", "N", "C", "H", "H", "H", "H", "H", "H", "H", "H", "H", "H", "H", "H", "H"], "positions_angstrom": [[0.66, -0.54, 1.51], [2.29, 1.08, -3.36], [1.65, 2.16, -2.89], [1.47, 3.24, -3.76], [0.85, 4.39, -3.33], [0.39, 4.51, -2.02], [0.55, 3.45, -1.16], [1.17, 2.26, -1.57], [1.23, 1.14, -0.60], [0.75, 1.29, 0.55], [1.75, -0.01, -1.07], [1.54, -0.98, -0.15], [1.96, -2.18, -0.30], [1.59, -3.10, 0.80], [1.90, -4.45, 0.82], [1.49, -5.21, 1.90], [0.77, -4.61, 2.93], [0.50, -3.26, 2.84], [0.89, -2.53, 1.80], [2.41, 0.46, -2.60], [1.85, 3.14, -4.77], [0.74, 5.22, -4.03], [-0.09, 5.42, -1.69], [0.19, 3.50, -0.14], [2.53, -2.50, -1.17], [2.46, -4.89, 0.00], [1.72, -6.27, 1.94], [0.44, -5.17, 3.79], [-0.05, -2.72, 3.61], [2.49, -0.16, 2.30], [2.42, -0.41, 3.69], [1.12, -0.23, 4.26], [1.06, -0.11, 5.47], [0.17, -0.21, 3.40], [3.21, -0.76, 1.90], [2.74, 0.81, 2.10], [3.15, -0.01, 4.26], [-2.64, -0.33, -2.99], [-1.24, -0.81, -2.68], [-1.20, -1.14, -1.27], [-1.70, -0.32, -0.29], [-1.35, -0.51, 0.95], [-2.21, 0.16, 1.93], [-2.34, 1.63, 1.54], [-3.05, 1.69, 0.20], [-2.62, 0.61, -0.69], [-2.94, 0.86, -2.09], [-3.35, -1.14, -2.79], [-2.73, -0.02, -4.03], [-0.50, -0.05, -2.95], [-1.00, -1.72, -3.24], [-0.52, -1.80, -0.93], [-1.79, 0.05, 2.91], [-3.21, -0.31, 1.92], [-1.33, 2.05, 1.47], [-2.90, 2.20, 2.29], [-2.85, 2.65, -0.30], [-4.13, 1.61, 0.34], [-2.37, 1.73, -2.44], [-4.00, 1.13, -2.15]], "lowdin_charge": [0.489, 0.044, -0.281, -0.016, -0.081, -0.091, -0.026, -0.082, -0.403, -0.043, 0.070, -0.113, -0.056, -0.232, -0.020, -0.056, -0.038, -0.067, 0.060, 0.064, 0.117, 0.104, 0.099, 0.113, 0.129, 0.114, 0.110, 0.109, 0.127, 0.006, 0.022, -0.705, 0.034, -0.109, 0.112, 0.124, 0.129, -0.157, -0.173, 0.085, -0.365, 0.022, -0.193, -0.151, -0.148, -0.018, -0.156, 0.120, 0.118, 0.110, 0.123, 0.109, 0.086, 0.124, 0.099, 0.118, 0.119, 0.123, 0.126, 0.125], "homo_lumo_gap_ev": [7.40, 7.40], "total_charge": 0}

Entry 3:
{"formula": "C21H26FeN8O7S", "method": "ωB97M-V/def2-TZVPD", "elements": ["Fe", "C", "C", "N", "C", "S", "N", "N", "C", "C", "C", "C", "C", "C", "C", "N", "H", "H", "H", "H", "H", "H", "H", "H", "H", "H", "H", "H", "H", "O", "C", "O", "C", "C", "C", "C", "C", "C", "O", "N", "O", "O", "N", "O", "O", "H", "H", "N", "C", "C", "N", "C", "C", "H", "H", "H", "H", "H", "H", "H", "H", "H", "H", "H"], "positions_angstrom": [[-0.60, 0.35, 0.29], [-3.00, 4.08, -3.59], [-1.76, 3.23, -3.81], [-0.81, 3.30, -2.71], [-0.99, 2.62, -1.53], [-1.98, 1.19, -1.47], [-0.36, 3.10, -0.48], [-0.62, 2.25, 0.57], [-1.05, 2.68, 1.69], [-1.12, 4.12, 2.08], [-1.70, 1.62, 2.49], [-2.24, 1.80, 3.75], [-2.95, 0.76, 4.34], [-3.12, -0.41, 3.63], [-2.55, -0.52, 2.37], [-1.87, 0.46, 1.81], [-3.68, 4.00, -4.44], [-2.74, 5.13, -3.45], [-3.54, 3.73, -2.70], [-1.24, 3.54, -4.72], [-2.04, 2.18, -3.93], [-0.39, 4.21, -2.56], [-0.46, 4.70, 1.44], [-0.82, 4.25, 3.12], [-2.13, 4.51, 1.97], [-2.09, 2.74, 4.28], [-3.36, 0.87, 5.33], [-3.67, -1.25, 4.05], [-2.64, -1.43, 1.78], [0.62, -0.68, 3.83], [0.61, -0.82, 2.62], [0.74, 0.11, 1.74], [0.59, -2.24, 2.04], [1.28, -3.19, 2.73], [1.63, -4.41, 2.13], [1.36, -4.65, 0.82], [0.55, -3.74, 0.13], [0.05, -2.51, 0.73], [-0.69, -1.71, 0.10], [0.46, -3.88, -1.26], [-0.52, -3.56, -1.88], [1.52, -4.25, -1.87], [2.39, -5.40, 2.89], [2.77, -6.40, 2.31], [2.61, -5.16, 4.06], [1.62, -2.96, 3.73], [1.72, -5.54, 0.33], [2.87, -1.28, -2.69], [3.40, -0.49, -1.56], [2.29, -0.20, -0.57], [1.08, 0.43, -1.13], [0.70, -0.15, -2.44], [1.84, -0.46, -3.38], [2.54, -2.26, -2.42], [3.63, -1.47, -3.35], [3.85, 0.42, -1.96], [4.18, -1.06, -1.05], [2.66, 0.43, 0.24], [2.00, -1.14, -0.10], [1.25, 1.42, -1.25], [0.02, 0.54, -2.93], [0.11, -1.05, -2.24], [2.33, 0.45, -3.74], [1.46, -1.01, -4.24]], "lowdin_charge": [0.311, -0.091, -0.298, -0.033, -0.779, 0.736, 0.018, -0.107, -0.234, -0.012, -0.180, 0.010, -0.042, -0.032, -0.074, 0.050, 0.072, 0.071, 0.065, 0.107, 0.072, 0.126, 0.071, 0.080, 0.096, 0.112, 0.111, 0.110, 0.126, 0.057, -0.595, -0.097, -0.041, 0.070, -0.144, 0.065, -0.093, -0.290, -0.069, -0.346, 0.105, -0.028, -0.364, 0.058, 0.074, 0.133, 0.131, 0.053, -0.102, -0.153, -0.057, -0.196, -0.102, 0.185, 0.178, 0.137, 0.141, 0.138, 0.115, 0.115, 0.073, 0.108, 0.138, 0.142], "homo_lumo_gap_ev": 6.86, "total_charge": 0}

Entry 4:
{"formula": "C21H26N2O", "method": "ωB97M-V/def2-TZVPD", "elements": ["C", "C", "C", "N", "C", "C", "C", "C", "O", "C", "C", "C", "C", "C", "C", "C", "C", "C", "C", "N", "C", "C", "C", "C", "H", "H", "H", "H", "H", "H", "H", "H", "H", "H", "H", "H", "H", "H", "H", "H", "H", "H", "H", "H", "H", "H", "H", "H", "H", "H"], "positions_angstrom": [[1.21, -0.99, 3.85], [1.18, 0.45, 3.32], [2.12, 0.60, 2.13], [2.31, 1.99, 1.74], [1.08, 2.68, 1.35], [0.28, 1.93, 0.39], [-0.32, 1.16, -0.31], [-0.91, 0.18, -1.22], [-0.64, 0.53, -2.58], [-2.40, -0.01, -1.00], [-3.12, -0.73, -1.94], [-4.47, -0.94, -1.77], [-5.12, -0.43, -0.65], [-4.40, 0.29, 0.29], [-3.05, 0.50, 0.12], [-0.18, -1.11, -0.90], [0.75, -1.67, -1.76], [1.42, -2.82, -1.36], [1.15, -3.34, -0.11], [0.26, -2.82, 0.72], [-0.39, -1.73, 0.33], [3.42, 2.19, 0.83], [3.29, 1.56, -0.57], [4.53, 1.85, -1.41], [2.20, -1.24, 4.20], [0.92, -1.68, 3.06], [0.51, -1.10, 4.68], [0.16, 0.69, 3.02], [1.48, 1.14, 4.11], [1.75, -0.02, 1.30], [3.11, 0.22, 2.42], [0.49, 2.86, 2.25], [1.36, 3.65, 0.93], [-1.08, 1.36, -2.77], [-2.61, -1.13, -2.81], [-5.03, -1.51, -2.50], [-6.18, -0.60, -0.52], [-4.90, 0.69, 1.16], [-2.49, 1.07, 0.84], [0.94, -1.21, -2.71], [2.16, -3.28, -2.00], [1.65, -4.23, 0.25], [-1.10, -1.33, 1.04], [3.56, 3.27, 0.72], [4.31, 1.78, 1.32], [2.41, 1.96, -1.07], [3.16, 0.48, -0.48], [4.67, 2.93, -1.53], [5.42, 1.44, -0.94], [4.43, 1.41, -2.40]], "lowdin_charge": [-0.105, -0.242, -0.217, -0.176, -0.185, 0.021, 0.054, -0.435, 0.016, -0.162, -0.018, -0.074, -0.088, -0.074, -0.032, -0.130, 0.002, -0.051, -0.149, 0.069, -0.093, -0.212, -0.244, -0.112, 0.072, 0.049, 0.069, 0.097, 0.113, 0.106, 0.127, 0.122, 0.127, 0.118, 0.122, 0.103, 0.101, 0.103, 0.108, 0.117, 0.101, 0.103, 0.126, 0.119, 0.120, 0.099, 0.103, 0.071, 0.071, 0.068], "homo_lumo_gap_ev": 9.07, "relative_energy_ev": 2.890, "smiles": "CCCN(CC#C[C@](O)(c1ccccc1)c1cccnc1)CCC", "total_charge": 0}